i | C16H23BN6O2ReS2 | ωB97M-V/def2-TZVPD

Output
* total charge: +2
* ⟨S²⟩: 0.7572
* gap between HOMO and LUMO (spin up / spin down): 6.872 / 6.826 eV
* spin multiplicity: 2

Last column: Mulliken charge in e.
Positions of all 51 atoms, in Å:
1 Re -0.61 1.05 -0.34  1.57
2 C 2.84 -1.56 -3.08  -1.66
3 C 2.03 -0.36 -2.72  0.88
4 C 0.85 -0.06 -3.43  -0.44
5 C 0.11 1.07 -3.15  -0.69
6 C 0.52 1.97 -2.14  -0.80
7 C 1.69 1.64 -1.41  -0.47
8 C 2.42 0.50 -1.70  -0.60
9 H 2.23 -2.34 -3.53  0.40
10 H 3.36 -1.96 -2.22  0.37
11 H 3.60 -1.27 -3.82  0.40
12 H 0.53 -0.73 -4.22  0.52
13 H -0.77 1.30 -3.74  0.46
14 H 0.18 3.00 -2.18  0.92
15 H 2.08 2.35 -0.68  0.58
16 H 3.32 0.28 -1.14  0.45
17 N -1.77 3.03 -0.44  -0.64
18 N -2.86 2.78 -1.30  -0.18
19 C -3.19 1.48 -1.59  0.53
20 O -4.13 1.10 -2.18  -0.48
21 O -2.23 0.59 -1.11  -0.59
22 H -2.10 3.33 0.48  0.40
23 H -1.23 3.81 -0.83  0.30
24 H -3.58 3.49 -1.39  0.28
25 C -1.99 -2.79 -1.46  -0.69
26 N -1.94 -2.62 -0.02  0.20
27 C -2.81 -3.18 0.88  -0.41
28 C -2.40 -2.80 2.11  -0.68
29 N -1.28 -2.01 1.98  0.46
30 B -0.63 -1.46 3.31  0.31
31 N 0.63 -0.57 3.06  0.01
32 C 1.88 -0.87 3.54  -0.48
33 C 2.69 0.20 3.36  -0.48
34 N 1.92 1.17 2.75  0.32
35 C 2.36 2.54 2.49  -0.70
36 C 0.69 0.67 2.58  -0.13
37 S -0.65 1.56 1.87  -0.52
38 C -1.03 -1.91 0.67  -0.19
39 S 0.27 -1.05 -0.15  -0.13
40 H -2.92 -3.30 -1.70  0.29
41 H -1.15 -3.40 -1.80  0.33
42 H -1.98 -1.82 -1.95  0.24
43 H -3.63 -3.80 0.56  0.47
44 H -2.80 -3.02 3.09  0.52
45 H -0.26 -2.40 3.95  -0.13
46 H -1.47 -0.79 3.85  -0.02
47 H 2.08 -1.82 4.00  0.54
48 H 3.71 0.38 3.62  0.50
49 H 3.44 2.56 2.54  0.33
50 H 1.94 3.21 3.23  0.35
51 H 2.04 2.85 1.49  0.18

=====

ii | C16H23BN6O2ReS2 | ωB97M-V/def2-TZVPD

Output
* total charge: +2
* ⟨S²⟩: 0.8081
* gap between HOMO and LUMO (spin up / spin down): 6.042 / 6.576 eV
* spin multiplicity: 2

Last column: Mulliken charge in e.
Positions of all 51 atoms, in Å:
1 Re -0.02 -0.24 -0.15  0.87
2 C 3.05 1.87 1.84  -1.65
3 C 1.61 1.51 2.02  0.96
4 C 0.66 1.91 1.08  -0.45
5 C -0.70 1.56 1.24  -0.75
6 C -1.08 0.78 2.35  -0.38
7 C -0.14 0.43 3.32  -0.70
8 C 1.19 0.80 3.15  -0.32
9 H 3.25 2.24 0.84  0.37
10 H 3.69 1.01 2.04  0.38
11 H 3.34 2.65 2.55  0.42
12 H 0.95 2.55 0.25  0.34
13 H -1.44 2.04 0.62  0.72
14 H -2.12 0.53 2.51  0.48
15 H -0.44 -0.12 4.19  0.50
16 H 1.92 0.53 3.90  0.51
17 N -2.29 -0.27 -0.33  -0.64
18 N -2.60 0.41 -1.52  -0.20
19 C -1.62 1.19 -2.13  0.66
20 O -1.88 1.97 -3.00  -0.53
21 O -0.39 0.97 -1.64  -0.75
22 H -2.61 -1.23 -0.41  0.36
23 H -2.78 0.15 0.46  0.37
24 H -3.56 0.68 -1.68  0.27
25 C 4.77 -1.83 -1.68  -0.84
26 N 3.85 -2.39 -0.69  0.20
27 C 4.04 -3.57 0.00  -0.51
28 C 2.98 -3.71 0.84  -0.59
29 N 2.16 -2.62 0.66  0.72
30 B 0.81 -2.45 1.42  0.17
31 N -0.24 -3.44 0.92  0.49
32 C -0.71 -4.58 1.56  -0.55
33 C -1.52 -5.23 0.69  -0.52
34 N -1.55 -4.48 -0.47  0.20
35 C -2.27 -4.83 -1.70  -0.84
36 C -0.77 -3.41 -0.30  -0.24
37 S -0.42 -2.20 -1.49  -0.21
38 C 2.71 -1.84 -0.27  0.08
39 S 2.12 -0.29 -0.81  -0.38
40 H 5.45 -2.61 -2.00  0.33
41 H 5.33 -1.01 -1.25  0.34
42 H 4.20 -1.49 -2.54  0.37
43 H 4.90 -4.19 -0.16  0.48
44 H 2.76 -4.49 1.54  0.54
45 H 0.96 -2.55 2.60  -0.07
46 H 0.36 -1.26 1.32  -0.06
47 H -0.44 -4.82 2.57  0.55
48 H -2.08 -6.14 0.79  0.48
49 H -3.07 -5.52 -1.45  0.33
50 H -1.59 -5.31 -2.40  0.33
51 H -2.68 -3.93 -2.15  0.37

=====

Computed relative energies in units of hartree: i 0.0221; ii 0.0000

=====

i | C7H8S | ωB97M-V/def2-TZVPD

Output
* gap between HOMO and LUMO: 8.503 eV
* spin multiplicity: 1

Last column: Mulliken charge in e.
Positions of all 16 atoms, in Å:
1 C 0.83 0.30 -0.13  -0.22
2 C -0.32 0.62 -1.00  -0.10
3 C -0.65 1.67 0.08  -0.51
4 C -0.18 0.60 0.99  0.02
5 C -1.30 -0.41 0.85  -0.70
6 C -1.29 -1.60 0.02  -0.50
7 C -1.56 -0.33 -0.69  -0.47
8 H -0.38 0.96 -2.05  0.47
9 H -0.03 2.72 0.21  0.21
10 H -1.72 2.04 -0.05  0.31
11 H 0.42 0.86 2.01  0.33
12 H -2.16 -0.31 1.25  0.57
13 H -0.24 -2.07 -0.16  0.10
14 H -2.09 -2.32 0.11  0.31
15 H -2.41 -0.30 -1.30  0.52
16 S 2.21 -0.42 -0.04  -0.32

=====

ii | C7H8S | ωB97M-V/def2-TZVPD

Output
* SMILES string: C=C1C=CC=C[C@@H]1S
* gap between HOMO and LUMO: 8.263 eV
* spin multiplicity: 1

Last column: Mulliken charge in e.
Positions of all 16 atoms, in Å:
1 C -1.71 -0.51 0.34  -0.31
2 C -1.15 0.70 0.39  -0.34
3 C -1.10 -1.68 -0.13  -0.33
4 C 0.21 -1.59 -0.56  -0.57
5 C 0.17 0.96 -0.22  0.72
6 C 0.54 2.19 -0.46  -1.14
7 C 0.99 -0.30 -0.48  -0.14
8 S 2.45 -0.41 0.77  -0.19
9 H -2.61 -0.42 0.90  0.35
10 H -1.58 1.63 0.99  0.15
11 H -1.69 -2.68 -0.12  0.27
12 H 0.73 -2.44 -0.87  0.44
13 H 1.51 2.32 -0.82  0.35
14 H -0.09 3.03 -0.20  0.28
15 H 1.51 -0.10 -1.47  0.30
16 H 1.84 -0.70 1.94  0.15

=====

iii | C7H8S | ωB97M-V/def2-TZVPD

Output
* gap between HOMO and LUMO: 7.067 eV
* spin multiplicity: 1

Last column: Mulliken charge in e.
Positions of all 16 atoms, in Å:
1 C -0.63 -0.81 1.76  -0.28
2 C 1.40 0.45 1.14  -0.11
3 C 0.48 -0.06 2.20  -0.85
4 C -1.18 -0.65 0.52  0.46
5 C 1.28 0.56 -0.26  0.64
6 C -2.58 -0.88 -0.07  -1.33
7 C 2.36 1.01 -1.18  -1.09
8 S -0.37 0.29 -0.78  -0.14
9 H -1.13 -1.38 2.43  0.45
10 H 2.40 0.77 1.35  0.24
11 H -3.13 0.09 0.02  0.30
12 H -3.08 -1.52 0.59  0.38
13 H -2.27 -1.28 -1.01  0.41
14 H 2.57 0.05 -1.82  0.26
15 H 3.11 1.42 -0.64  0.40
16 H 2.13 1.86 -1.97  0.28

=====

iv | C7H8S | ωB97M-V/def2-TZVPD

Output
* gap between HOMO and LUMO: 7.564 eV
* spin multiplicity: 1

Last column: Mulliken charge in e.
Positions of all 16 atoms, in Å:
1 C 0.68 0.90 1.43  -0.33
2 C -0.67 1.26 1.79  -0.67
3 C -1.51 0.36 0.94  -0.58
4 C -0.75 -0.35 -1.49  -0.90
5 C 1.88 -0.21 -0.71  -0.59
6 C -0.52 -0.53 0.03  0.17
7 C 0.79 0.03 0.37  0.23
8 S 0.92 -0.52 -2.27  -0.16
9 H 1.57 1.25 2.13  0.31
10 H -1.83 -0.28 1.73  0.29
11 H -2.45 0.75 0.45  0.43
12 H -1.40 -1.18 -1.92  0.34
13 H -1.08 0.65 -1.52  0.45
14 H 2.38 0.64 -0.91  0.38
15 H 2.57 -1.05 -0.26  0.31
16 H -0.58 -1.71 0.21  0.33

=====

Computed relative energies in units of hartree: i 0.1006; ii 0.0000; iii 0.0912; iv 0.0960

=====

i | C7H8S | ωB97M-V/def2-TZVPD

Output
* SMILES string: C=CC1(S)C=CC=C1
* gap between HOMO and LUMO: 9.098 eV
* spin multiplicity: 1

Last column: Mulliken charge in e.
Positions of all 16 atoms, in Å:
1 C -0.14 0.21 -0.09  1.36
2 C -1.16 -0.92 0.12  -0.36
3 C -2.48 -0.79 -0.07  -0.71
4 C 0.76 0.08 -1.24  -1.26
5 C 2.04 -0.01 -0.81  -0.32
6 C 2.12 0.18 0.64  -0.51
7 C 0.86 0.29 1.12  -0.87
8 H -1.36 1.99 0.98  0.14
9 H -0.66 -1.87 0.30  0.35
10 H -3.16 -1.58 0.04  0.32
11 H -2.98 0.17 -0.43  0.23
12 H 0.50 -0.07 -2.26  0.46
13 H 2.87 -0.04 -1.48  0.46
14 H 3.02 0.08 1.23  0.42
15 H 0.59 0.27 2.12  0.50
16 S -0.82 2.01 -0.17  -0.21

=====

ii | C7H8S | ωB97M-V/def2-TZVPD

Output
* SMILES string: C=C1C=CSC(C)=C1
* gap between HOMO and LUMO: 8.368 eV
* spin multiplicity: 1

Last column: Mulliken charge in e.
Positions of all 16 atoms, in Å:
1 C -0.08 2.20 -1.54  -1.20
2 C -0.27 0.90 -0.78  0.57
3 C 0.73 0.19 -0.30  -0.60
4 C 0.56 -0.97 0.63  1.29
5 C 1.59 -1.69 1.07  -1.16
6 C -0.75 -1.29 1.09  -0.54
7 C -1.92 -0.71 0.76  -0.48
8 H -0.32 3.14 -0.96  0.29
9 H 1.02 2.28 -1.79  0.30
10 H -0.67 2.20 -2.48  0.35
11 H 1.74 0.36 -0.59  0.25
12 H 2.62 -1.42 0.78  0.24
13 H 1.48 -2.57 1.68  0.29
14 H -0.88 -2.16 1.74  0.21
15 H -2.85 -1.06 1.13  0.37
16 S -2.01 0.59 -0.43  -0.19

=====

Computed relative energies in units of hartree: i 0.0375; ii 0.0000